[1]
DFT (the ωB97M-V functional and the def2-TZVPD basis) results for 7 unconnected molecules or ions with the total composition C26H53Br12N2O6P at a distorted geometry.

SMILES ... CCOCCOCCOC[C@@]1([PH2]=N)OC(=O)O[C@H]1CCCCN.BrCCBr.BrCCBr.BrCCBr.BrCCBr.BrCCBr.BrCCBr
Net charge ... 0
Highest occupied orbital energy ... -8.565 eV
Energy ... -892875.2419 eV
Maximum force ... 0.1950 hartree/bohr
HOMO-LUMO gap ... 8.61 eV

Last column: Löwdin charge in e.
Cartesian coordinates (Å):
C -5.612 1.830 -6.051  -0.11
C -4.149 1.078 -6.128  -0.25
O -4.217 -0.109 -5.262  -0.23
C -4.003 -1.361 -6.016  -0.17
C -3.220 -2.451 -5.019  -0.16
O -2.024 -1.778 -4.474  -0.20
C -0.966 -2.735 -4.114  -0.15
C -0.825 -2.784 -2.453  -0.16
O 0.607 -3.046 -2.118  -0.20
C 0.525 -3.698 -0.787  -0.18
C 1.980 -4.005 -0.101  -0.40
P 1.452 -4.653 1.647  0.78
N 1.345 -6.276 1.660  -0.34
O 2.773 -4.887 -0.971  0.01
C 4.183 -4.694 -0.556  -0.17
O 5.103 -5.683 -0.506  0.02
O 4.353 -3.248 -0.198  0.02
C 3.021 -2.785 0.234  -0.24
C 2.768 -1.283 -0.372  -0.16
C 3.092 -0.227 0.874  -0.18
C 1.676 -0.080 1.711  -0.18
C 1.772 -0.697 3.261  -0.27
N 0.665 0.022 4.046  -0.09
H -5.432 2.931 -5.688  0.07
H -6.335 1.218 -5.325  0.09
H -6.179 1.893 -7.080  0.07
H -3.323 1.816 -5.703  0.13
H -3.864 0.860 -7.246  0.12
H -3.345 -1.249 -6.977  0.13
H -5.064 -1.736 -6.355  0.14
H -2.947 -3.419 -5.660  0.14
H -4.018 -2.753 -4.206  0.13
H 0.075 -2.285 -4.486  0.14
H -1.119 -3.822 -4.523  0.13
H -1.227 -1.784 -1.998  0.14
H -1.536 -3.647 -2.094  0.13
H -0.230 -3.144 -0.054  0.13
H 0.023 -4.758 -0.992  0.16
H 0.139 -4.126 1.922  0.02
H 2.396 -4.280 2.692  0.02
H 1.618 -6.635 0.717  -0.04
H 2.917 -2.610 1.391  0.10
H 1.686 -1.084 -0.776  0.07
H 3.508 -1.028 -1.257  0.05
H 3.926 -0.682 1.597  0.12
H 3.522 0.800 0.480  0.11
H 0.818 -0.726 1.191  0.11
H 1.297 1.029 1.724  0.10
H 2.802 -0.486 3.776  0.12
H 1.615 -1.857 3.215  0.08
H -0.236 -0.100 3.506  0.05
H 0.557 -0.419 4.991  0.07
Br 2.089 2.994 5.196  0.61
C 0.612 4.262 5.329  -0.69
C -0.707 3.548 5.513  -0.67
Br -1.337 2.783 3.833  0.62
H 0.646 4.886 4.431  0.05
H 0.844 4.877 6.203  0.06
H -1.487 4.252 5.816  0.02
H -0.660 2.731 6.238  0.06
Br -4.508 5.002 -0.232  0.61
C -5.529 3.583 0.634  -0.69
C -4.734 2.936 1.744  -0.69
Br -3.389 1.717 1.031  0.57
H -5.830 2.883 -0.150  0.05
H -6.419 4.077 1.034  0.06
H -5.380 2.313 2.368  0.06
H -4.209 3.656 2.378  0.04
Br 1.088 1.618 -1.943  0.62
C 2.273 2.015 -3.439  -0.66
C 2.258 0.900 -4.460  -0.67
Br 3.313 -0.625 -3.855  0.67
H 3.265 2.205 -3.019  0.06
H 1.884 2.940 -3.873  0.06
H 2.734 1.223 -5.390  0.06
H 1.254 0.527 -4.680  0.05
Br 8.520 -10.393 -0.796  0.58
C 7.935 -8.709 -0.005  -0.70
C 7.399 -7.767 -1.058  -0.70
Br 8.846 -6.943 -2.072  0.59
H 8.788 -8.302 0.547  0.05
H 7.149 -8.985 0.703  0.06
H 6.866 -6.932 -0.593  0.02
H 6.740 -8.255 -1.781  0.06
Br -2.939 7.346 5.726  0.60
C -3.712 7.139 7.505  -0.69
C -3.982 5.686 7.819  -0.70
Br -5.583 5.051 6.903  0.60
H -4.609 7.764 7.538  0.05
H -2.964 7.549 8.189  0.06
H -4.193 5.554 8.884  0.06
H -3.164 5.020 7.530  0.04
Br 1.577 4.133 0.336  0.57
C -0.247 4.823 0.359  -0.69
C -0.420 5.945 -0.638  -0.69
Br 0.358 7.606 0.026  0.60
H -0.464 5.119 1.389  0.04
H -0.877 3.969 0.091  0.04
H -1.480 6.168 -0.787  0.03
H 0.043 5.741 -1.607  0.05

[2]
DFT (the ωB97M-V functional and the def2-TZVPD basis) results for a single H3N3O2 molecule at a distorted geometry.

SMILES ... N/[N+]([O-])=N/O
Net charge ... 0
Highest occupied orbital energy ... -9.414 eV
Energy ... -8608.8612 eV
Energy relative to the best compared isomer or geometry (same formula, charge and spin) ... 23.2 kcal/mol
Maximum force ... 0.0896 hartree/bohr
HOMO-LUMO gap ... 10.23 eV

Last column: natural (NBO) charge in e.
Cartesian coordinates (Å):
N -1.024 -0.496 -0.207  -0.62
N 0.317 -0.631 -0.031  0.41
O 0.869 -1.792 -0.011  -0.48
N 0.929 0.464 -0.055  -0.05
O 2.295 0.212 -0.086  -0.50
H -1.097 0.383 -0.583  0.37
H -1.631 -1.122 -0.672  0.41
H 2.555 1.106 -0.061  0.47

[3]
DFT (the ωB97M-V functional and the def2-TZVPD basis) results for a gas-phase ion, C2H6N3 (charge +1) at a distorted geometry.

SMILES ... NC(N)=C=[NH2+]
Net charge ... +1
Highest occupied orbital energy ... -14.033 eV
Energy ... -6632.7401 eV
Energy relative to the best compared isomer or geometry (same formula, charge and spin) ... 54.1 kcal/mol
Maximum force ... 0.0797 hartree/bohr
HOMO-LUMO gap ... 9.59 eV

Last column: natural (NBO) charge in e.
Cartesian coordinates (Å):
N -1.501 0.656 0.164  -0.76
C -0.463 -0.141 0.000  0.36
N -0.485 -1.467 -0.133  -0.70
C 0.759 0.327 -0.470  0.20
N 1.737 0.980 0.109  -0.65
H -1.371 1.424 0.752  0.43
H -2.379 0.322 -0.358  0.45
H 0.525 -1.778 -0.328  0.43
H -1.161 -2.001 0.293  0.42
H 2.680 0.996 -0.257  0.43
H 1.794 1.223 1.058  0.39

- Which formula does entry 2 have?
  H3N3O2